# 1
This record from the OMol25 dataset describes 2 unconnected molecules or ions with the total composition C9H10N3O2. The level of theory is the ωB97M-V functional and the def2-TZVPD basis.

Properties
* molar mass: 192.20 g/mol
* total charge: -1
* energy: -663.44266 hartree
* energy above the lowest of the compared OMol25 structures with the same formula, charge and spin: 136.9 kcal per mole
* HOMO energy (alpha / beta): -2.35 / -3.16 eV
* Kohn-Sham gap (alpha / beta): 5.1080 / 6.2860 eV

CARTESIAN COORDINATES (ANGSTROEM)
C (0.82089, 0.13069, 3.36632)
C (0.40470, -0.88775, 2.57414)
C (2.01791, -2.02478, -1.17766)
C (0.82291, -1.33099, -1.07770)
C (-1.53936, 1.31436, -0.42845)
C (0.24574, -1.18877, 0.16644)
C (-2.89987, 1.24305, -0.15723)
C (-0.08686, -1.13658, -2.26159)
C (-0.51943, 2.41441, -0.52470)
N (1.44809, 1.02383, 2.47302)
N (1.51602, 0.58142, 1.26793)
N (0.75961, -0.60663, 1.25552)
O (-3.88177, 1.15450, 0.50866)
O (-2.61369, 1.15478, -1.48242)
H (0.84928, 0.10078, 4.41546)
H (-0.24856, -1.67177, 2.78871)
H (2.07508, -2.61035, -2.06368)
H (2.60023, -2.31107, -0.31654)
H (0.43713, -0.83762, -3.19714)
H (-0.69012, -2.14853, -2.46651)
H (-0.78290, -0.41161, -2.06469)
H (-0.06977, 2.35017, -1.63023)
H (-0.95544, 3.50613, -0.10576)
H (0.29019, 2.19232, 0.13812)

Forces on the atoms, in the same order (eV/Å):
0.7 -0.7 -3.6
0.0 1.2 -0.9
-1.5 0.9 0.1
1.6 -0.7 -0.8
1.7 -0.6 0.9
-1.7 0.3 0.8
1.3 0.0 -0.3
0.5 -3.5 -1.6
-1.4 1.5 -1.0
1.2 0.2 0.6
-1.3 -0.4 1.6
0.6 0.4 1.5
-0.9 0.1 0.4
-0.9 0.1 -1.0
0.0 0.8 1.0
-0.6 -1.2 0.1
0.7 -0.3 -0.7
0.1 0.1 0.1
0.0 -0.5 0.7
1.3 2.1 0.3
-1.8 1.7 0.6
-1.1 0.8 2.3
1.1 -2.2 -1.7
0.5 -0.1 0.3

# 2
This record from the OMol25 dataset describes 2 unconnected molecules or ions with the total composition C5H9N2S. The level of theory is the ωB97M-V functional and the def2-TZVPD basis.

Properties
* molar mass: 129.21 g/mol
* total charge: +1
* energy: -703.27901 hartree
* energy above the lowest of the compared OMol25 structures with the same formula, charge and spin: 58.4 kcal per mole
* HOMO energy: -12.56 eV
* Kohn-Sham gap: 6.7570 eV

CARTESIAN COORDINATES (ANGSTROEM)
C (-0.53125, -0.85014, -1.81239)
C (-1.22173, -0.33640, -2.90016)
C (1.08341, -0.39489, 2.51902)
C (0.90235, 0.71053, 1.55184)
C (1.42234, 0.72235, 0.32670)
N (-2.03195, 0.29689, -0.78958)
N (-1.01322, -0.47211, -0.64770)
S (-2.49411, 0.63804, -2.37841)
H (0.32397, -1.49769, -1.85474)
H (-1.02057, -0.51392, -3.93868)
H (0.13580, -0.67362, 2.98127)
H (1.74159, -0.05749, 3.32543)
H (1.53609, -1.26234, 2.04607)
H (-2.51013, 0.65109, 0.03241)
H (0.33159, 1.56296, 1.90352)
H (2.02369, -0.09574, -0.03397)
H (1.32214, 1.57249, -0.33062)

Forces on the atoms, in the same order (eV/Å):
-0.1 0.1 -1.0
-0.4 0.3 0.5
0.1 0.0 0.3
0.2 0.2 -0.6
-0.1 0.3 0.4
0.0 0.0 -0.7
-0.7 0.0 0.9
0.8 -0.5 0.4
0.1 -0.1 0.0
0.0 0.0 -0.3
0.0 -0.1 0.0
-0.1 -0.1 0.0
0.0 -0.1 0.0
0.0 0.1 0.0
0.0 0.1 0.0
0.1 -0.2 0.0
0.0 0.2 -0.1

# 3
This record from the OMol25 dataset describes a molecular structure, C28H56As2HgI2N2OSi5. The level of theory is the ωB97M-V functional and the def2-TZVPD basis.

Properties
* molar mass: 1181.44 g/mol
* total charge: -1
* energy: -7953.27141 hartree
* HOMO energy (alpha / beta): -3.90 / -4.43 eV
* Kohn-Sham gap (alpha / beta): 6.2674 / 5.9721 eV
* 2S+1: 2

CARTESIAN COORDINATES (ANGSTROEM)
Hg (-0.68358, 1.15561, 0.97059)
I (6.54395, 0.07009, 5.44702)
C (4.85492, 0.71407, 4.35442)
C (3.56939, 0.78229, 4.94251)
C (2.48799, 1.05489, 4.10626)
I (0.59653, 0.99031, 4.92057)
C (2.63062, 1.28941, 2.72922)
O (1.62730, 1.43900, 1.98509)
C (3.93796, 1.36792, 2.20439)
C (4.18449, 1.96452, 0.86781)
N (3.65043, 1.12670, -0.20755)
C (3.47318, 1.81001, -1.47531)
C (2.83648, 0.91987, -2.47809)
C (3.19313, 0.96626, -3.77642)
C (2.59708, 0.09454, -4.66266)
C (1.65353, -0.78275, -4.18562)
C (1.25115, -0.67366, -2.84621)
N (1.81373, 0.16842, -1.99136)
C (5.04482, 1.04299, 2.99585)
H (3.40031, 0.56061, 5.99694)
H (5.25777, 2.06367, 0.70591)
H (3.65417, 2.98033, 0.83629)
H (2.74120, 0.81127, 0.10998)
H (4.44790, 2.08555, -1.87742)
H (2.89319, 2.75363, -1.38094)
H (3.93157, 1.69137, -4.09282)
H (2.78318, -0.06763, -5.76055)
H (1.16572, -1.47532, -4.80969)
H (0.39020, -1.30145, -2.45356)
H (5.96606, 0.93834, 2.42406)
C (1.67426, -4.03351, -1.48616)
Si (-0.17275, -4.39720, -1.63286)
C (-0.85317, -4.19705, -3.39543)
C (-0.45911, -6.20136, -0.96362)
As (-1.13757, -2.58385, -0.52474)
Si (-3.36336, -3.13068, -0.26559)
C (-3.80687, -4.47158, 0.94258)
C (-4.25469, -1.45996, 0.13659)
C (-4.15713, -3.72869, -1.87013)
Si (-0.24654, -2.57784, 1.70184)
C (-1.49985, -1.83711, 2.99029)
C (0.10209, -4.41820, 2.15756)
C (1.44140, -1.72698, 1.85789)
H (2.30536, -4.39260, -2.30876)
H (1.95173, -4.48866, -0.54394)
H (1.84214, -2.98086, -1.38569)
H (-0.74366, -5.13137, -4.03721)
H (-0.26217, -3.40467, -3.88651)
H (-1.87383, -3.86154, -3.41917)
H (-0.09312, -6.91268, -1.74478)
H (-1.45921, -6.33730, -0.56759)
H (0.15038, -6.43928, -0.08067)
H (-3.60735, -4.02802, 1.90305)
H (-3.19998, -5.35108, 0.71720)
H (-4.88017, -4.63169, 0.86272)
H (-3.72070, -0.78236, 0.73699)
H (-5.23586, -1.64415, 0.65718)
H (-4.50828, -0.99573, -0.82072)
H (-3.89127, -4.74554, -2.11456)
H (-4.11043, -3.05550, -2.72795)
H (-5.25699, -3.78127, -1.62905)
H (-2.50480, -2.30261, 2.93974)
H (-1.63912, -0.77679, 2.80089)
H (-1.00696, -1.97310, 3.95547)
H (-0.80693, -4.95318, 2.35911)
H (0.78012, -4.50328, 3.01086)
H (0.64947, -4.80731, 1.27828)
H (1.45298, -0.71697, 1.41153)
H (2.17605, -2.31139, 1.27418)
H (1.66134, -1.68893, 2.96382)
C (-3.35797, 2.17867, -0.85842)
Si (-2.07647, 3.38196, -1.66421)
C (-2.07445, 2.90109, -3.39236)
C (-2.73667, 5.19847, -1.69877)
As (0.11723, 3.31348, -0.72466)
Si (-0.24256, 4.67224, 1.18934)
C (1.31237, 4.75109, 2.14855)
C (-1.64648, 4.21070, 2.29559)
C (-0.46970, 6.44703, 0.62847)
H (-4.27222, 2.23607, -1.42209)
H (-3.52434, 2.32618, 0.22407)
H (-2.93654, 1.19415, -1.10701)
H (-1.13417, 2.42850, -3.74090)
H (-2.33785, 3.71674, -4.02905)
H (-2.81112, 2.12751, -3.59063)
H (-3.69046, 5.12856, -2.21052)
H (-2.17427, 5.81146, -2.38782)
H (-2.88722, 5.71995, -0.82733)
H (1.60492, 3.77144, 2.55348)
H (1.22776, 5.53258, 2.92547)
H (2.14837, 5.11235, 1.48247)
H (-1.66101, 3.14849, 2.55322)
H (-2.62119, 4.50101, 1.93606)
H (-1.45036, 4.76515, 3.20775)
H (-0.41774, 6.75076, -0.43323)
H (0.23327, 7.08374, 1.18640)
H (-1.45097, 6.81165, 0.90478)

Forces on the atoms, in the same order (eV/Å):
0.2 0.0 -0.4
-0.3 0.1 0.0
-0.2 0.2 -0.3
0.8 -0.3 -0.7
1.2 -0.4 1.1
-0.5 0.1 0.0
-0.3 0.1 0.0
-0.9 0.5 -1.0
1.5 0.1 1.2
-1.1 0.5 -1.0
-0.1 -0.2 0.0
0.6 0.5 0.5
-1.6 0.0 2.1
0.8 0.3 -1.7
-0.4 -1.3 -1.7
-0.3 0.7 1.5
-0.9 -0.6 0.2
0.5 -0.3 -0.7
-1.3 -0.5 0.0
0.2 0.1 -0.3
0.1 0.4 0.0
0.8 -0.8 0.1
-0.2 0.0 -0.1
0.3 0.2 0.1
0.0 -0.3 0.0
0.1 -0.1 0.0
0.4 0.9 1.2
-0.4 -0.8 -0.8
1.2 0.9 -0.5
0.2 0.2 0.7
-0.5 -0.5 -0.5
0.0 -0.6 0.2
1.1 -0.9 -0.7
1.1 0.5 -0.2
0.3 0.4 0.3
-0.8 1.0 -0.4
0.1 0.6 -0.3
-1.5 -1.9 -0.4
-1.4 0.4 0.4
-0.1 -0.4 0.9
0.2 -0.6 -1.1
0.7 1.1 -0.6
-0.5 0.0 -0.2
-0.1 -0.1 0.3
0.4 -0.2 0.2
0.1 0.7 0.0
-0.2 1.1 0.8
-0.1 -0.2 0.1
-0.5 0.0 0.1
-0.9 0.3 0.5
-0.4 -0.4 -0.7
0.2 0.4 -0.2
0.2 -0.4 0.7
-0.3 -0.1 0.4
0.0 -0.4 0.0
0.9 0.9 0.7
0.8 0.0 -0.4
0.2 0.1 0.1
0.3 -0.3 -0.3
0.4 -0.2 0.0
0.8 0.1 -0.1
0.6 0.0 0.2
0.1 0.2 0.1
-0.3 0.0 0.1
-0.4 -0.5 -0.1
-0.1 0.1 0.1
-0.4 -0.2 0.5
0.0 -0.3 0.5
-0.1 0.1 0.6
0.1 0.0 -1.2
1.1 0.6 -0.1
-0.3 1.0 2.5
0.8 -1.7 -1.7
0.1 -1.9 -2.2
-0.6 -0.3 0.2
0.0 -0.1 -1.5
1.6 0.3 0.0
0.0 -0.3 0.4
-0.2 1.1 -0.4
-0.7 0.3 -0.1
0.1 -0.3 -0.6
-0.1 0.0 0.6
-0.3 0.5 0.2
0.1 0.7 -0.6
-0.3 -0.1 0.1
-0.6 -0.1 0.0
0.7 0.2 -0.1
-0.2 1.1 2.3
-0.1 0.4 0.1
0.0 -0.5 0.0
-0.8 -0.5 0.5
0.0 0.1 0.0
-0.4 0.1 -0.3
-0.1 0.1 0.4
0.4 -0.6 0.3
0.0 -0.1 -0.2
-0.5 0.0 0.3

# 4
This record from the OMol25 dataset describes 10 unconnected molecules or ions with the total composition C53H91FN10O7. The level of theory is the ωB97M-V functional and the def2-TZVPD basis.

Properties
* molar mass: 999.37 g/mol
* energy: -3248.17371 hartree
* SMILES: CC(=O)OCCC[C@]1(C[C@H](C)F)OC(=O)O[C@]1(CCCO)N(C)C(C)=O.CCCC#N.CCCC#N.CCCC#N.CCCC#N.CCCC#N.CCCC#N.CCCC#N.CCCC#N.CCCC#N
* HOMO energy: -9.75 eV
* Kohn-Sham gap: 10.0030 eV

CARTESIAN COORDINATES (ANGSTROEM)
C (3.98577, -0.05354, 3.17071)
C (2.93115, 0.70128, 3.91939)
O (2.90272, 0.80602, 5.10207)
O (1.97207, 1.33850, 3.20474)
C (1.76633, 1.05951, 1.81523)
C (0.35721, 1.50780, 1.40952)
C (-0.74211, 1.39455, 2.48954)
C (-1.61525, 0.13082, 2.37605)
C (-0.84008, -1.14784, 2.80103)
C (-0.15765, -1.96890, 1.69191)
C (-0.81259, -3.29785, 1.38061)
F (1.15584, -2.25039, 2.20233)
O (-2.06190, 0.00317, 0.99990)
C (-3.17986, -0.73943, 1.02387)
O (-3.58405, -1.36600, 0.11585)
O (-3.80631, -0.63687, 2.19784)
C (-3.00707, 0.23197, 3.09715)
C (-3.14933, -0.39081, 4.49251)
C (-2.07113, -0.11937, 5.56611)
C (-2.43677, 0.88650, 6.66250)
O (-3.79738, 0.72748, 7.05977)
N (-3.57947, 1.56413, 2.91156)
C (-3.46747, 2.49999, 4.03346)
C (-4.95907, 1.52041, 2.44992)
C (-5.16716, 1.66098, 0.97215)
O (-5.86672, 1.45630, 3.23788)
H (4.69974, -0.45296, 3.88960)
H (3.54414, -0.88875, 2.61619)
H (4.47355, 0.58917, 2.43093)
H (1.88225, -0.00713, 1.62652)
H (2.51182, 1.58432, 1.20263)
H (0.39700, 2.55472, 1.08200)
H (0.09799, 0.92481, 0.52099)
H (-0.29176, 1.39046, 3.48517)
H (-1.37549, 2.28410, 2.42610)
H (-1.46969, -1.82254, 3.39054)
H (-0.02863, -0.83718, 3.46648)
H (-0.01009, -1.37471, 0.78398)
H (-0.68176, -3.94510, 2.25933)
H (-1.88382, -3.18196, 1.19408)
H (-0.33261, -3.78665, 0.52988)
H (-3.19241, -1.46846, 4.30628)
H (-4.13659, -0.10853, 4.87770)
H (-1.11862, 0.19949, 5.13124)
H (-1.86767, -1.07814, 6.06098)
H (-1.75787, 0.73638, 7.51118)
H (-2.28024, 1.91749, 6.32223)
H (-3.84161, 0.54878, 8.00828)
H (-2.40846, 2.71432, 4.22056)
H (-3.95703, 2.14904, 4.94969)
H (-3.94038, 3.44526, 3.74503)
H (-5.58115, 2.65638, 0.78578)
H (-4.22555, 1.59341, 0.41855)
H (-5.87240, 0.90258, 0.62037)
C (3.51737, -2.67165, 0.00809)
C (4.75970, -3.54221, 0.14350)
C (5.74072, -2.98563, 1.18470)
C (6.19447, -1.63973, 0.84262)
N (6.55369, -0.57911, 0.57055)
H (3.78209, -1.67174, -0.34350)
H (2.81321, -3.09855, -0.70717)
H (3.00529, -2.57371, 0.96429)
H (5.26292, -3.62946, -0.82133)
H (4.47978, -4.55168, 0.44887)
H (6.61866, -3.62580, 1.27727)
H (5.27352, -2.93208, 2.16925)
C (9.16021, 0.34780, 6.79892)
C (8.31549, 1.22481, 5.88281)
C (6.89439, 0.68323, 5.67988)
C (6.90357, -0.63920, 5.06268)
N (6.95341, -1.67227, 4.55599)
H (9.30519, -0.64996, 6.38421)
H (10.14700, 0.78552, 6.94539)
H (8.69224, 0.24101, 7.77976)
H (8.80065, 1.32526, 4.91029)
H (8.22980, 2.22902, 6.30086)
H (6.30783, 1.34414, 5.03899)
H (6.36814, 0.60421, 6.63305)
C (11.07784, -5.30172, 3.06127)
C (9.70143, -5.46605, 3.69113)
C (9.08219, -4.13591, 4.13703)
C (9.89713, -3.45629, 5.14066)
N (10.53839, -2.92643, 5.93762)
H (11.79208, -4.88587, 3.77364)
H (11.46439, -6.25812, 2.71938)
H (11.03158, -4.62981, 2.19914)
H (9.76673, -6.13838, 4.54824)
H (9.02164, -5.93260, 2.97493)
H (8.09043, -4.28524, 4.56529)
H (8.96898, -3.45620, 3.28966)
C (-10.71251, 3.96628, 0.19635)
C (-9.88936, 2.96917, 1.00189)
C (-8.54097, 3.53830, 1.46037)
C (-7.69773, 3.92470, 0.33097)
N (-7.03005, 4.20350, -0.56610)
H (-10.19843, 4.25300, -0.72212)
H (-11.67414, 3.53615, -0.08167)
H (-10.90486, 4.87307, 0.77272)
H (-9.71304, 2.06857, 0.41056)
H (-10.44220, 2.66105, 1.89022)
H (-7.98694, 2.80261, 2.04989)
H (-8.69040, 4.42046, 2.08598)
C (-6.69443, -1.57936, -1.14067)
C (-6.00830, -0.56951, -2.05001)
C (-6.96705, 0.50927, -2.57091)
C (-8.05882, -0.05610, -3.36107)
N (-8.90973, -0.50594, -3.99386)
H (-7.47482, -2.12512, -1.67406)
H (-5.97115, -2.29980, -0.76363)
H (-7.15306, -1.08613, -0.28040)
H (-5.54956, -1.08232, -2.89711)
H (-5.20172, -0.07776, -1.50519)
H (-6.44009, 1.22822, -3.19996)
H (-7.40798, 1.06128, -1.73782)
C (2.02181, 3.68566, -3.22044)
C (0.79458, 3.43131, -2.35441)
C (0.25329, 4.69882, -1.68384)
C (1.23974, 5.29633, -0.78564)
N (2.01461, 5.73680, -0.05613)
H (2.85082, 4.07361, -2.62716)
H (2.35598, 2.76302, -3.69395)
H (1.80313, 4.40757, -4.00927)
H (1.03745, 2.70181, -1.57829)
H (-0.00155, 2.99843, -2.96227)
H (-0.63699, 4.47453, -1.09406)
H (-0.02634, 5.44152, -2.43331)
C (-8.95273, -0.37089, -7.52288)
C (-10.24476, -0.13981, -8.29469)
C (-10.00904, 0.28231, -9.75055)
C (-9.26520, 1.53661, -9.84565)
N (-8.69051, 2.53249, -9.91433)
H (-8.36354, 0.54551, -7.45853)
H (-9.16470, -0.69733, -6.50725)
H (-8.33934, -1.13478, -8.00640)
H (-10.84352, 0.62353, -7.79474)
H (-10.83998, -1.05427, -8.30228)
H (-10.95523, 0.41760, -10.27650)
H (-9.44179, -0.48460, -10.28179)
C (-7.93253, 5.14591, -12.08957)
C (-6.58963, 4.99468, -11.39170)
C (-5.74386, 6.27338, -11.43524)
C (-5.42495, 6.68222, -12.80223)
N (-5.16490, 6.99112, -13.88102)
H (-7.80985, 5.36366, -13.15213)
H (-8.50513, 4.22569, -11.99400)
H (-8.51813, 5.95242, -11.64329)
H (-6.02491, 4.17778, -11.84474)
H (-6.75296, 4.72395, -10.34828)
H (-4.80167, 6.13326, -10.90335)
H (-6.27580, 7.09658, -10.95390)
C (15.82805, -6.88526, 0.44960)
C (14.78889, -7.11296, -0.64073)
C (13.36534, -6.76942, -0.18520)
C (12.94222, -7.58821, 0.94845)
N (12.62489, -8.23428, 1.84921)
H (15.64153, -7.52578, 1.31244)
H (16.82836, -7.10824, 0.07982)
H (15.81979, -5.84835, 0.79049)
H (14.81602, -8.15299, -0.97015)
H (15.02165, -6.49718, -1.51087)
H (12.64991, -6.92245, -0.99428)
H (13.30431, -5.72152, 0.11685)

Forces on the atoms, in the same order (eV/Å):
0.0 -0.2 -0.3
0.0 0.0 -0.9
0.0 0.1 1.2
-0.2 0.0 -0.3
0.0 -0.1 -0.1
0.1 0.3 0.0
-0.2 -0.3 -0.2
0.2 0.3 0.3
0.2 -0.1 -0.1
0.3 0.3 0.2
0.2 -0.1 0.4
-0.5 0.0 -0.4
0.4 -0.3 0.4
0.1 0.8 0.3
-0.6 -0.9 -1.4
0.5 0.2 1.0
-0.1 -0.2 -0.5
-0.1 0.1 0.0
0.0 -0.1 0.1
0.2 0.1 0.0
0.1 -0.1 0.3
-0.4 0.3 0.0
0.1 0.0 0.2
0.1 -0.3 0.3
0.3 -0.1 -0.2
-0.1 0.3 -0.1
-0.1 0.1 -0.2
0.0 0.1 0.1
0.0 -0.1 0.1
0.0 -0.1 0.1
-0.1 0.0 0.2
0.0 -0.2 0.2
-0.1 0.1 0.0
0.0 0.1 -0.1
0.0 -0.3 -0.1
0.1 0.1 -0.2
-0.2 0.0 0.0
0.0 -0.1 0.2
-0.1 0.1 -0.2
0.2 0.0 -0.1
-0.1 0.1 0.0
-0.1 0.2 0.1
0.2 -0.1 -0.1
-0.1 0.0 0.0
0.0 0.2 -0.1
-0.1 0.0 -0.1
-0.1 -0.2 0.1
0.0 0.1 -0.3
-0.2 -0.1 0.1
0.1 0.1 -0.1
0.1 -0.2 0.0
0.0 -0.2 0.0
-0.2 0.0 0.1
0.0 0.2 0.1
0.0 0.0 -0.1
0.0 0.1 0.0
-0.1 -0.1 -0.1
0.3 0.6 -0.1
-0.2 -0.4 0.1
0.0 0.0 0.0
0.0 0.0 0.0
0.0 0.0 0.0
0.0 0.0 0.0
0.0 0.0 0.0
0.0 0.0 0.0
0.0 0.0 0.1
0.0 0.0 0.0
0.1 0.0 0.1
0.0 0.1 0.0
0.2 -0.5 -0.2
-0.1 0.3 0.2
0.0 0.0 0.0
0.0 0.0 0.0
0.0 0.0 0.0
0.0 0.0 0.0
0.0 0.0 0.0
0.0 0.0 0.0
0.0 0.0 0.0
0.0 0.1 0.0
0.1 0.0 0.0
0.0 -0.2 -0.1
0.2 0.3 0.4
-0.2 -0.2 -0.3
0.0 0.0 0.0
0.0 0.0 0.1
0.0 0.0 0.0
0.0 0.0 0.0
0.0 0.0 0.0
0.0 0.1 0.0
0.0 0.0 0.0
0.0 0.0 0.0
0.0 0.0 -0.1
-0.1 -0.1 0.0
0.2 0.2 -0.4
-0.3 -0.1 0.3
0.0 0.0 0.0
0.0 0.0 0.0
0.0 0.0 0.0
0.0 0.0 0.0
0.0 0.0 0.0
0.0 0.0 0.0
0.0 0.0 0.0
0.0 0.0 -0.1
-0.1 0.0 0.0
0.1 0.0 0.1
-0.4 -0.2 -0.3
0.3 0.2 0.3
0.0 0.0 0.0
0.0 0.0 0.0
0.0 0.0 0.0
0.0 0.0 0.0
0.0 0.0 -0.1
0.0 0.0 0.0
0.0 0.1 0.0
0.0 0.0 0.0
0.1 -0.1 0.0
0.0 -0.1 -0.1
0.3 0.2 0.4
-0.3 -0.2 -0.3
0.0 0.0 0.0
0.0 0.0 0.0
0.0 0.0 0.0
0.0 0.0 0.0
0.0 0.0 0.0
0.0 0.0 0.0
0.0 0.0 0.0
0.0 0.0 0.0
0.1 0.0 0.1
0.0 -0.1 0.1
0.3 0.5 -0.1
-0.2 -0.4 0.1
0.0 0.0 0.0
0.0 0.0 0.0
0.0 0.0 0.0
0.0 0.0 0.0
0.0 0.0 0.0
0.0 0.0 0.0
0.0 0.0 0.0
0.0 0.0 -0.1
-0.1 0.0 0.0
-0.1 -0.1 0.1
0.2 0.2 -0.5
-0.1 -0.1 0.4
0.0 0.0 0.0
0.0 0.0 0.0
0.0 0.0 0.0
0.0 0.0 0.0
0.0 0.0 0.0
0.0 0.0 0.0
0.0 0.0 0.0
0.0 0.0 0.0
0.1 0.0 0.0
0.1 0.0 -0.1
-0.2 -0.4 0.5
0.2 0.3 -0.5
0.0 0.0 0.0
0.0 0.0 0.0
0.0 0.0 0.0
0.0 0.0 0.0
0.0 0.0 0.0
0.0 0.0 0.0
0.0 0.0 0.0